(i)
10
Properties=species:S:1:pos:R:3 method="wB97M-V/def2-TZVPD" mol_weight_g_mol=97.08 e_lumo_ev=-0.66 gap_ev=8.7638 charge=0
C 0.61 0.68 0.88
C -0.60 0.17 1.20
C 0.92 -0.16 -1.23
N 1.32 0.60 -0.27
N -1.39 -0.60 0.32
N -0.82 -0.72 -0.80
O 1.12 -0.51 -2.32
H 1.09 1.26 1.68
H -1.02 0.49 2.20
H -1.23 -1.21 -1.65



(ii)
10
Properties=species:S:1:pos:R:3 method="wB97M-V/def2-TZVPD" mol_weight_g_mol=97.08 e_lumo_ev=0.62 gap_ev=9.5390 charge=0
N 2.10 0.11 0.79
C 1.20 -0.14 0.00
N -0.43 0.52 -1.73
N -1.23 1.37 -1.34
O -1.55 -0.94 2.03
C -1.76 -0.14 1.26
C 0.18 -0.43 -0.79
H 3.03 0.14 0.39
H -1.44 1.28 -0.33
H -0.04 -1.47 -0.99



Least stable structure: (ii)